The following is a DFT calculation (the ωB97M-V functional and the def2-TZVPD basis) of 18 unconnected molecules or ions with the total composition C72H189N9O36 in a non-equilibrium geometry.

## Properties
HOMO (eV): -8.0
Total energy (Eh): -6057.05136
Total charge: 0
Frontier orbital gap (eV): 8.22
Multiplicity: 1
Strongest force on any atom (eV/Å): 5.2
E_LUMO (eV): 0.2244

Each line ends with the Mulliken charge.
CARTESIAN COORDINATES (ANGSTROEM)
C (-5.419662, -5.665381, -1.432157)  -0.826
O (-4.508410, -4.679215, -1.765896)  -0.157
C (-3.354853, -5.288442, -2.368952)  -0.838
C (-2.442836, -4.127549, -2.750065)  0.810
N (-2.592462, -3.722572, -4.148908)  -0.380
C (-1.814926, -2.523766, -4.499604)  0.646
C (-2.734820, -1.326176, -4.360163)  -0.953
O (-2.091534, -0.199038, -4.981776)  0.167
C (-2.544356, 0.203354, -6.260956)  -0.853
H (-6.230851, -5.127703, -0.941279)  0.233
H (-5.034322, -6.412611, -0.738436)  0.246
H (-5.740828, -6.230306, -2.307265)  0.347
H (-3.702368, -5.954290, -3.158882)  0.524
H (-2.891928, -5.962304, -1.648049)  0.214
H (-1.405456, -4.413822, -2.576901)  -0.427
H (-2.504422, -3.319047, -2.021610)  -0.177
H (-3.563783, -3.578881, -4.385533)  0.394
H (-1.570956, -2.778128, -5.531049)  0.526
H (-0.861182, -2.430603, -3.980187)  -1.142
H (-3.096639, -1.199703, -3.339779)  0.138
H (-3.723356, -1.451630, -4.801910)  0.889
H (-3.628807, 0.115176, -6.195540)  0.531
H (-2.063566, -0.377737, -7.047904)  0.187
H (-2.340460, 1.273958, -6.242587)  0.064
C (1.635952, -3.349157, -5.567946)  -0.608
O (1.917779, -3.502694, -4.165569)  -0.301
C (1.877586, -2.281387, -3.303422)  -0.583
C (1.629991, -2.882531, -1.919367)  2.366
N (2.596441, -3.946045, -1.623861)  -0.014
C (3.477921, -3.643800, -0.544673)  -1.287
C (4.250594, -2.384833, -0.520926)  1.135
O (5.211236, -2.414392, -1.545460)  -0.430
C (6.034333, -1.209795, -1.590045)  -0.595
H (1.090916, -4.238452, -5.884510)  0.247
H (2.598162, -3.374511, -6.079417)  0.348
H (1.022562, -2.509842, -5.895685)  -0.047
H (1.090863, -1.571749, -3.559527)  0.235
H (2.902452, -1.911524, -3.272726)  0.522
H (0.610790, -3.268926, -1.924299)  -1.096
H (1.767204, -2.090833, -1.182824)  -1.359
H (3.110808, -4.151606, -2.468413)  0.357
H (4.203969, -4.447141, -0.419834)  0.415
H (2.743568, -3.757075, 0.252822)  -0.020
H (4.723795, -2.218231, 0.446771)  0.836
H (3.574386, -1.563684, -0.758724)  -0.891
H (5.489476, -0.271813, -1.696847)  -0.058
H (6.567934, -1.002719, -2.517674)  0.416
H (6.758198, -0.965041, -0.812731)  0.357
C (-2.339635, 5.263073, -6.147989)  -0.296
O (-3.180084, 6.367419, -6.289600)  -0.487
C (-2.928263, 7.284275, -5.299263)  0.453
C (-2.854180, 8.714996, -5.995512)  -1.202
N (-2.623220, 9.771987, -5.138838)  0.376
C (-2.067605, 10.966283, -5.753353)  -0.751
C (-3.171184, 11.800638, -6.496384)  -0.646
O (-4.105203, 12.522700, -5.609227)  -0.363
C (-3.529342, 13.613799, -4.835133)  -0.733
H (-2.427732, 4.724132, -7.091326)  0.315
H (-2.464562, 4.576907, -5.310329)  0.106
H (-1.332230, 5.672658, -6.221994)  0.177
H (-2.002570, 7.188365, -4.731824)  -0.237
H (-3.745612, 7.183801, -4.585155)  0.219
H (-3.817042, 8.837835, -6.491387)  0.242
H (-2.120373, 8.789748, -6.798037)  0.443
H (-3.393378, 9.826941, -4.487743)  0.073
H (-1.329661, 10.598805, -6.466435)  0.452
H (-1.631545, 11.529579, -4.928329)  0.308
H (-3.750447, 11.276776, -7.256732)  0.334
H (-2.663135, 12.521108, -7.137412)  0.396
H (-4.308395, 14.178074, -4.322524)  0.294
H (-3.047603, 14.415769, -5.394489)  0.330
H (-2.854373, 13.294556, -4.041032)  0.241
C (-0.054978, -4.698649, 8.712407)  -0.590
O (0.453169, -5.995384, 8.921031)  -0.276
C (1.877769, -5.997415, 8.821791)  -0.656
C (2.473384, -5.625773, 10.112499)  -0.536
N (3.830936, -6.151861, 10.131432)  -0.357
C (4.359753, -5.915983, 11.489729)  -0.671
C (5.729623, -6.574068, 11.810532)  -0.521
O (5.708959, -8.019141, 11.519193)  -0.335
C (6.905292, -8.740178, 11.893665)  -0.709
H (0.483819, -3.904528, 9.229301)  0.307
H (-1.046726, -4.502717, 9.120017)  0.345
H (-0.124288, -4.518609, 7.639616)  0.099
H (2.301192, -5.530958, 7.932284)  0.412
H (2.191692, -7.035496, 8.712527)  0.296
H (1.924673, -6.186349, 10.869327)  0.453
H (2.448650, -4.536969, 10.067959)  0.234
H (3.799486, -7.136705, 9.909652)  0.288
H (3.536602, -6.083500, 12.184328)  0.401
H (4.507672, -4.838842, 11.567011)  0.302
H (6.117466, -6.379099, 12.810362)  0.413
H (6.478142, -6.293266, 11.069606)  0.313
H (6.725323, -9.714421, 11.439149)  0.228
H (6.857685, -8.792491, 12.981370)  0.294
H (7.837531, -8.223775, 11.664835)  0.291
C (-3.764642, 10.024538, -1.436885)  -0.906
O (-2.837376, 9.336619, -2.166709)  -0.128
C (-1.798609, 8.764059, -1.388078)  -0.986
C (-0.808850, 7.829465, -2.074530)  -0.504
N (0.046193, 8.509433, -3.086758)  -0.090
C (0.903709, 9.602262, -2.503637)  -0.731
C (1.764232, 9.231717, -1.213750)  -0.183
O (2.820601, 10.189561, -1.136194)  -0.404
C (3.909905, 10.157868, -2.080081)  -0.660
H (-3.711615, 11.078425, -1.710023)  0.229
H (-3.801636, 9.785769, -0.374001)  0.429
H (-4.707913, 9.649565, -1.834055)  0.267
H (-2.245094, 8.238921, -0.543698)  0.423
H (-1.330592, 9.640603, -0.940063)  0.387
H (-1.351866, 6.987497, -2.503867)  0.220
H (-0.210170, 7.268742, -1.356703)  0.474
H (-0.495778, 8.868414, -3.859743)  0.081
H (0.244341, 10.405863, -2.175662)  0.331
H (1.491606, 10.091258, -3.280404)  0.668
H (2.116930, 8.209173, -1.348336)  0.032
H (1.118077, 9.302624, -0.338788)  0.224
H (4.368242, 11.140083, -1.964843)  0.251
H (3.618380, 10.100780, -3.128818)  0.300
H (4.531329, 9.306592, -1.802134)  0.265
C (0.527396, 2.867131, 2.192629)  -0.637
O (1.123138, 1.801600, 1.400472)  0.154
C (2.581873, 1.692718, 1.531383)  -0.854
C (3.255954, 1.543372, 0.165174)  -0.021
N (3.221123, 2.784283, -0.640453)  -0.400
C (3.680383, 2.633023, -2.031411)  -0.077
C (3.851896, 3.993316, -2.793773)  -1.206
O (2.742937, 4.491839, -3.510027)  -0.192
C (1.948933, 5.503196, -2.781191)  -0.672
H (0.690954, 2.616066, 3.240633)  0.159
H (-0.546510, 2.973497, 2.039336)  -0.138
H (0.965182, 3.845495, 1.994496)  0.397
H (2.722922, 0.784587, 2.117470)  0.411
H (3.190741, 2.468583, 1.995506)  0.246
H (2.815737, 0.763848, -0.456637)  -0.165
H (4.314463, 1.284006, 0.145580)  0.475
H (2.217401, 2.803310, -0.751242)  0.194
H (2.953918, 2.041325, -2.588400)  0.201
H (4.596668, 2.045286, -2.086978)  0.302
H (4.481904, 3.716262, -3.639020)  0.451
H (4.433898, 4.753511, -2.272739)  0.315
H (2.504275, 6.441123, -2.780467)  0.390
H (1.706912, 5.218117, -1.757350)  0.202
H (0.988382, 5.722726, -3.247294)  0.157
C (2.400974, -9.681640, 5.032961)  -0.702
O (2.590794, -9.426797, 3.716041)  -0.410
C (1.597616, -8.432610, 3.261923)  -0.561
C (1.917105, -8.154961, 1.855640)  -0.540
N (3.063890, -7.160567, 1.669210)  -0.329
C (3.825055, -6.777228, 2.847087)  0.159
C (4.891324, -5.765338, 2.440640)  -0.861
O (4.500747, -4.438456, 2.946360)  -0.154
C (5.068629, -4.271331, 4.365032)  -0.755
H (2.873158, -10.601972, 5.376658)  0.292
H (1.333662, -9.754055, 5.241979)  0.282
H (2.895616, -8.883919, 5.587114)  0.234
H (1.491986, -7.577294, 3.929284)  0.320
H (0.615400, -8.904275, 3.291759)  0.541
H (0.976255, -7.900379, 1.367708)  0.269
H (2.221410, -9.076889, 1.360105)  0.245
H (2.745390, -6.303264, 1.240632)  0.105
H (4.094031, -7.726335, 3.310698)  0.617
H (3.026432, -6.218916, 3.335546)  0.002
H (4.908308, -5.562612, 1.369797)  0.218
H (5.914410, -6.077904, 2.649692)  0.245
H (5.271877, -5.237980, 4.825895)  0.382
H (4.200933, -3.837100, 4.861658)  0.137
H (5.935741, -3.611272, 4.388433)  0.261
C (3.232101, 0.940537, -5.337761)  -0.730
O (2.448267, 0.050984, -6.119131)  -0.368
C (1.134666, 0.541039, -6.654162)  0.169
C (1.270833, 1.615596, -7.742987)  -0.848
N (-0.065740, 2.079414, -8.096427)  0.077
C (-0.205856, 2.850725, -9.334732)  -1.134
C (0.611210, 4.136335, -9.553657)  -0.531
O (0.153104, 4.982563, -8.550776)  -0.103
C (0.989950, 6.148400, -8.472100)  -0.674
H (4.159512, 0.473221, -5.006662)  0.452
H (2.659710, 1.088384, -4.422007)  0.125
H (3.455101, 1.956180, -5.664624)  0.347
H (0.553305, 0.893270, -5.802075)  -0.044
H (0.540594, -0.293168, -7.027387)  0.159
H (1.934676, 1.233957, -8.518721)  0.401
H (1.829126, 2.406815, -7.242591)  0.344
H (-0.370944, 2.667323, -7.333993)  0.053
H (-1.237278, 3.195630, -9.407569)  0.368
H (0.082369, 2.140126, -10.109373)  0.433
H (0.421158, 4.547045, -10.545281)  0.444
H (1.681685, 3.933222, -9.584006)  0.419
H (1.888992, 6.123591, -7.856313)  0.280
H (0.199708, 6.758662, -8.034829)  0.063
H (1.301765, 6.649212, -9.388644)  0.371
C (-1.127237, 2.845841, -1.596676)  -0.729
O (-1.891364, 1.968033, -0.684873)  -0.235
C (-2.213667, 0.653616, -1.087233)  -0.743
C (-0.915160, -0.098470, -1.536422)  -0.532
N (-0.189965, -0.458168, -0.393327)  1.983
C (-0.784325, -1.397935, 0.626589)  -1.258
C (0.225734, -1.832412, 1.718826)  0.204
O (-0.367522, -2.651568, 2.753474)  0.494
C (0.393650, -3.698431, 3.254720)  -1.068
H (-1.358511, 3.894668, -1.410731)  0.418
H (-1.361385, 2.667036, -2.646103)  0.398
H (-0.060590, 2.632817, -1.526043)  -0.327
H (-2.839031, 0.810021, -1.966184)  0.432
H (-2.731498, 0.150839, -0.270429)  0.831
H (-0.268622, 0.423416, -2.241918)  0.290
H (-1.075872, -1.052886, -2.037774)  -0.535
H (0.071291, 0.305149, 0.214282)  -0.639
H (-1.271639, -2.273881, 0.198404)  0.005
H (-1.514582, -0.842666, 1.215224)  0.502
H (0.569792, -0.942402, 2.245716)  -0.125
H (1.118001, -2.268569, 1.269687)  -0.326
H (0.027387, -4.642704, 2.851859)  0.214
H (0.196487, -3.784850, 4.323253)  0.347
H (1.450707, -3.721545, 2.989781)  0.350
C (-2.621297, -5.250056, 2.434706)  -0.196
C (-2.375723, -6.561587, 1.626234)  -0.268
O (-1.750828, -7.593222, 2.322273)  -0.486
O (-2.257364, -4.153894, 1.624458)  -0.333
H (-2.060673, -5.172929, 3.366294)  0.101
H (-3.704028, -5.124447, 2.438568)  0.376
H (-2.028364, -6.483377, 0.596026)  0.125
H (-3.299096, -7.109784, 1.439238)  0.351
H (-2.108812, -7.665797, 3.210070)  0.440
H (-1.574364, -3.606591, 2.018877)  0.171
C (-4.411712, 2.710525, 1.691438)  -0.260
C (-5.273605, 3.783525, 2.146954)  -0.495
O (-6.511034, 3.320008, 1.720420)  -0.675
O (-4.430794, 2.149674, 0.378818)  -0.510
H (-4.638116, 1.786888, 2.224110)  0.294
H (-3.413732, 2.905414, 2.084062)  0.185
H (-4.996872, 4.651861, 1.549031)  0.193
H (-5.180081, 3.838619, 3.231536)  0.377
H (-6.496612, 3.010396, 0.811833)  0.329
H (-3.546378, 2.134176, 0.005771)  0.329
C (-7.385860, 0.495104, -3.276960)  -0.538
C (-6.061753, 0.317852, -2.449276)  -0.369
O (-5.048614, 1.277076, -2.866514)  -0.216
O (-7.192496, 0.341175, -4.641696)  -0.492
H (-7.689805, 1.539679, -3.209420)  0.194
H (-8.077582, -0.255891, -2.895346)  0.441
H (-5.672823, -0.691035, -2.587027)  0.296
H (-6.338343, 0.399934, -1.398150)  0.350
H (-4.635822, 0.902606, -3.648165)  -0.046
H (-8.028042, 0.186731, -5.088473)  0.292
C (4.590779, 2.081310, 4.902775)  -0.132
C (3.891026, 3.352029, 5.374959)  -0.251
O (4.821813, 4.348338, 5.227581)  -0.580
O (5.744708, 1.606415, 5.495209)  -0.552
H (4.805396, 2.158505, 3.836897)  0.373
H (3.879060, 1.259878, 4.820213)  0.026
H (3.406687, 3.180435, 6.336247)  0.290
H (3.028388, 3.700050, 4.806782)  0.153
H (5.269332, 4.305802, 4.379332)  0.342
H (6.450588, 2.188304, 5.204119)  0.367
C (-3.699987, -0.486624, 5.733927)  -0.586
C (-2.447765, -1.278869, 5.237918)  0.066
O (-1.467295, -0.664200, 4.475542)  -0.430
O (-4.398837, -1.197786, 6.783425)  -0.572
H (-4.432258, -0.248110, 4.962574)  0.336
H (-3.440269, 0.513953, 6.079608)  0.281
H (-2.597504, -2.283075, 4.841348)  0.096
H (-1.814466, -1.498422, 6.097461)  0.196
H (-1.100847, -1.335370, 3.895156)  0.095
H (-5.182323, -1.589425, 6.390540)  0.339
C (-1.847610, -6.712020, 6.082622)  -0.217
C (-1.675217, -7.528707, 7.444603)  -0.363
O (-2.747975, -8.500229, 7.477674)  -0.610
O (-2.107245, -7.592528, 4.958458)  -0.643
H (-0.961039, -6.086076, 5.981188)  0.172
H (-2.789412, -6.171703, 6.178324)  0.314
H (-1.851424, -6.983331, 8.371762)  0.176
H (-0.716665, -8.046677, 7.413353)  0.303
H (-2.366468, -9.347590, 7.236779)  0.337
H (-3.018935, -7.869214, 5.076195)  0.344
C (-5.800303, 4.316471, -2.974102)  -0.347
C (-6.284150, 4.660142, -1.568851)  -0.267
O (-6.441404, 3.348250, -0.844274)  -0.498
O (-4.514697, 3.825772, -3.081171)  0.059
H (-5.812091, 5.262599, -3.515224)  0.387
H (-6.481288, 3.576464, -3.394514)  0.074
H (-7.254047, 5.157247, -1.551861)  0.448
H (-5.520946, 5.251949, -1.063501)  0.121
H (-5.541131, 3.041339, -0.714243)  0.443
H (-4.638161, 2.925684, -2.770991)  0.049
C (1.649576, -0.355650, 6.776991)  -0.437
C (2.913371, -1.176341, 6.680277)  0.342
O (3.168346, -1.917208, 7.801954)  -0.586
O (1.262281, -0.058899, 5.433910)  -0.241
H (1.658991, 0.444488, 7.517125)  0.387
H (0.833603, -0.984144, 7.133745)  0.186
H (3.755825, -0.488633, 6.606641)  0.049
H (2.923218, -1.830004, 5.808073)  -0.099
H (3.632710, -2.686448, 7.463953)  0.325
H (0.386573, 0.334414, 5.427132)  0.108
C (0.627951, -8.129373, -3.848988)  -0.989
C (1.137962, -6.694950, -3.372932)  0.399
O (0.846339, -6.301690, -2.008918)  -0.311
O (1.216173, -9.154028, -3.084274)  -0.536
H (0.700595, -8.295626, -4.923779)  0.353
H (-0.399008, -8.297412, -3.524628)  0.334
H (0.765626, -5.942084, -4.067668)  -0.074
H (2.175766, -6.789754, -3.692406)  0.290
H (1.383874, -5.506615, -1.986599)  0.216
H (0.624526, -9.212480, -2.330525)  0.314

Cartesian forces (eV/Å) of the 6 atoms listed first:
-0.8 0.1 0.5
0.9 -0.3 -0.4
-0.3 1.1 0.8
0.7 -0.8 -0.4
0.7 -0.5 1.2
-1.6 -1.3 -0.8